Density functional theory data (ωB97M-V with the def2-TZVPD basis set) for a molecular structure, C35H52P3ReSSb.

Last column: Löwdin spin population.
Geometry (Å):
Re: 0.591 -0.035 -1.249  1.301
P: 2.282 -1.510 -1.244  0.023
P: 2.048 1.537 -0.628  0.080
P: 0.671 0.616 -3.458  0.043
H: -4.997 -0.022 -4.248  0.020
C: -4.262 -0.580 -4.867  0.412
C: -3.661 -1.793 -4.830  0.416
H: -2.890 -2.266 -4.185  0.028
C: 2.315 -2.598 0.227  -0.005
C: 4.069 -1.196 -1.464  0.005
C: 1.979 -2.730 -2.599  0.029
C: 1.262 3.167 -0.186  0.050
C: 3.164 1.512 0.860  0.012
C: 3.420 2.236 -1.643  0.016
C: -0.523 -0.348 -4.501  0.030
C: 2.161 0.561 -4.570  0.000
C: 0.003 2.300 -3.812  0.006
H: -4.279 -0.202 -5.903  0.041
H: -4.099 -2.424 -5.680  0.035
H: 1.513 -3.352 0.220  0.000
H: 2.303 -2.015 1.154  0.000
H: 3.265 -3.120 0.213  -0.001
H: 4.482 -0.565 -0.668  0.000
H: 4.303 -0.811 -2.463  0.000
H: 4.565 -2.168 -1.369  0.000
H: 0.914 -2.754 -2.881  0.001
H: 2.228 -3.732 -2.224  0.003
H: 2.617 -2.503 -3.463  0.001
H: 2.014 3.673 0.432  0.005
H: 0.339 3.044 0.410  0.000
H: 1.077 3.755 -1.102  0.000
H: 3.712 2.452 0.775  0.000
H: 3.879 0.680 0.866  0.000
H: 2.635 1.530 1.815  0.001
H: 3.945 2.905 -0.952  0.001
H: 3.049 2.830 -2.488  0.000
H: 4.140 1.452 -1.921  0.000
H: -0.603 0.086 -5.513  0.002
H: -1.518 -0.385 -4.032  0.003
H: -0.197 -1.392 -4.564  0.000
H: 1.973 1.169 -5.476  0.000
H: 2.368 -0.488 -4.840  0.000
H: 3.042 0.959 -4.045  0.000
H: 0.015 2.492 -4.899  0.000
H: 0.617 3.047 -3.300  0.000
H: -1.036 2.395 -3.460  0.000
C: -2.277 -0.652 -1.131  0.042
C: -2.002 0.731 -1.181  0.025
C: -2.952 1.574 -1.788  0.012
C: -4.245 1.079 -1.976  0.031
C: -4.571 -0.253 -1.609  0.004
C: -3.570 -1.181 -1.325  0.023
S: -1.041 -1.874 -1.042  0.265
H: -0.458 -0.338 0.386  0.005
H: -1.063 1.301 -0.872  0.005
H: -2.730 2.630 -2.006  0.000
H: -5.001 1.702 -2.464  0.001
H: -5.611 -0.627 -1.666  0.000
H: -3.687 -2.279 -1.296  0.001
C: 3.434 -0.010 5.813  0.000
C: 3.316 -1.125 4.976  0.000
C: 2.362 -1.141 3.962  0.000
C: 1.581 0.002 3.771  -0.006
C: 1.658 1.112 4.600  -0.001
C: 2.589 1.093 5.635  0.000
Sb: 0.188 -0.014 2.109  0.004
C: -0.828 -1.844 2.741  0.008
C: -1.108 -2.963 1.950  0.010
C: -1.694 -4.090 2.517  0.002
C: -2.023 -4.095 3.880  0.000
C: -1.742 -2.962 4.661  0.001
C: -1.138 -1.842 4.098  0.002
C: -1.361 1.448 2.529  0.002
C: -2.684 1.014 2.602  0.001
C: -3.707 1.922 2.892  0.000
C: -3.425 3.279 3.090  0.001
C: -2.092 3.704 3.031  0.000
C: -1.059 2.798 2.764  0.000
H: 4.187 0.007 6.596  0.000
H: 3.951 -2.000 5.104  0.000
H: 2.216 -2.041 3.354  0.000
H: 0.965 1.947 4.464  0.000
H: 2.639 1.954 6.289  0.000
H: -0.905 -2.937 0.866  0.005
H: -1.907 -4.967 1.900  0.000
H: -2.476 -4.969 4.335  0.000
H: -2.003 -2.935 5.720  0.000
H: -0.897 -0.961 4.711  0.000
H: -2.915 -0.047 2.484  0.000
H: -4.727 1.562 2.981  0.000
H: -4.230 3.988 3.302  0.000
H: -1.844 4.750 3.230  0.000
H: -0.014 3.143 2.769  0.000

Cartesian forces, eV/Å:
Re -4.7 -1.5 2.1
P 2.1 -2.8 -0.5
P 3.7 4.3 1.3
P -0.1 0.7 -3.4
H 1.1 -0.4 0.3
C -1.3 0.5 -0.9
C -0.2 -1.4 -0.5
H -0.9 0.4 -0.1
C -0.2 0.2 0.1
C 0.0 0.2 0.0
C -0.3 -0.1 0.0
C -0.5 -0.3 -0.2
C -0.3 -0.8 0.4
C -0.1 -0.2 -0.4
C -0.2 -0.4 0.4
C 0.0 -0.1 0.6
C 0.0 0.0 0.4
H -0.2 0.1 0.0
H 1.1 0.5 0.7
H 0.1 0.4 0.1
H -0.1 -0.1 -0.1
H 0.2 -0.2 0.0
H -0.1 0.0 -0.3
H -0.1 0.1 0.3
H -0.1 0.1 -0.1
H 0.5 0.1 0.0
H 0.1 0.2 -0.1
H -0.3 -0.1 0.2
H -0.3 0.1 -0.2
H 0.3 0.2 -0.3
H -0.1 -0.2 0.5
H 0.0 -0.3 0.2
H -0.2 0.2 0.1
H 0.0 -0.1 -0.1
H -0.1 0.0 -0.5
H 0.3 -0.4 0.0
H -0.3 0.4 -0.2
H 0.2 -0.1 0.5
H 0.3 0.4 0.0
H 0.1 0.2 -0.2
H 0.0 -0.4 0.5
H -0.1 0.4 0.0
H -0.3 -0.1 -0.3
H 0.1 -0.1 0.4
H -0.1 0.1 -0.2
H 0.4 -0.1 -0.1
C -0.5 -0.3 0.0
C 0.0 0.5 -1.1
C -0.4 -0.1 0.7
C -0.1 -0.5 -0.1
C -0.5 -0.3 -0.6
C 0.4 1.1 -0.1
S 1.2 0.7 -0.9
H 1.4 0.1 -0.2
H -0.6 -0.8 -0.1
H -0.1 -0.6 0.2
H 0.2 -0.1 0.6
H 0.6 0.5 -0.1
H -0.3 0.8 0.2
C -0.2 0.2 -0.3
C -0.2 0.0 0.1
C 0.0 0.0 -0.5
C 0.7 -0.3 -0.4
C -0.4 0.3 -0.5
C 0.0 -0.3 0.1
Sb -2.7 -0.9 1.9
C 0.3 0.2 -0.4
C 0.2 0.3 -0.5
C -0.2 -0.1 0.4
C 0.4 0.6 -0.2
C -0.2 -0.2 0.0
C 0.2 0.3 0.2
C 0.5 0.3 -0.1
C -0.1 -0.3 0.0
C 0.2 0.2 0.0
C 0.4 -0.4 -0.1
C 0.1 0.1 0.1
C 0.1 0.0 -0.1
H -0.1 0.0 -0.1
H -0.1 0.2 0.1
H 0.2 0.4 0.2
H 0.4 -0.1 0.1
H 0.1 -0.1 0.1
H 0.0 -0.3 1.2
H 0.1 0.3 0.2
H 0.0 0.1 -0.1
H 0.1 -0.1 -0.3
H -0.2 -0.5 -0.1
H 0.0 0.3 0.0
H 0.1 0.0 0.0
H 0.3 -0.3 0.0
H -0.1 -0.4 -0.1
H -0.6 0.0 0.0

## Properties
**Total charge**: +4
**Kohn-Sham gap (spin up / spin down)**: 5.779 / 4.073 eV
**HOMO energy (spin up / spin down)**: -18.281 / -18.277 eV
**E_LUMO (spin up / spin down)**: -12.502 / -14.205 eV
**Spin multiplicity**: 4
**Relative energy (zero: lowest compared OMol25 entry of this formula, charge and spin)**: 1.3921 eV

Density functional theory data (ωB97M-V with the def2-TZVPD basis set) for a molecular structure, C35H52P3SSbSc.

Last column: Löwdin charge in e.
Geometry (Å):
Sc: -0.286 -0.674 -1.421  0.485
P: -2.567 -1.152 -0.494  0.710
P: 1.172 -2.429 -0.194  0.755
P: -0.249 -2.030 -3.524  0.731
H: 1.505 5.665 -5.982  0.047
C: 0.750 5.122 -6.571  -0.093
C: -0.567 5.161 -6.335  -0.051
H: -1.020 5.329 -5.376  0.036
C: -3.463 -0.161 0.759  -0.258
C: -2.868 -2.844 0.160  -0.226
C: -3.772 -1.131 -1.887  -0.234
C: 2.902 -2.375 -0.825  -0.229
C: 1.581 -2.719 1.576  -0.239
C: 0.774 -4.166 -0.676  -0.238
C: -0.906 -0.994 -4.885  -0.216
C: -1.297 -3.532 -3.669  -0.216
C: 1.306 -2.706 -4.224  -0.229
H: 1.153 4.706 -7.511  0.072
H: -1.200 5.125 -7.224  0.063
H: -3.157 0.891 0.701  0.048
H: -3.262 -0.499 1.784  0.037
H: -4.552 -0.203 0.590  0.078
H: -2.126 -3.105 0.925  0.029
H: -2.814 -3.587 -0.646  0.052
H: -3.867 -2.890 0.616  0.084
H: -3.678 -0.186 -2.436  0.058
H: -4.787 -1.199 -1.480  0.074
H: -3.602 -1.964 -2.580  0.032
H: 3.491 -3.218 -0.433  0.084
H: 3.365 -1.437 -0.503  0.061
H: 2.909 -2.401 -1.921  0.028
H: 2.213 -3.608 1.704  0.083
H: 0.692 -2.854 2.200  0.028
H: 2.117 -1.862 1.991  0.016
H: 1.380 -4.870 -0.098  0.076
H: 0.966 -4.341 -1.737  0.026
H: -0.279 -4.392 -0.501  0.036
H: -0.686 -1.462 -5.852  0.081
H: -0.437 -0.003 -4.862  0.038
H: -1.992 -0.876 -4.776  0.062
H: -1.085 -4.039 -4.618  0.083
H: -2.362 -3.287 -3.640  0.041
H: -1.096 -4.236 -2.856  0.040
H: 1.165 -3.002 -5.271  0.081
H: 1.658 -3.578 -3.663  0.050
H: 2.101 -1.956 -4.186  0.051
C: 0.568 2.457 -2.662  -0.603
C: 1.396 1.706 -3.514  -0.118
C: 2.186 2.384 -4.464  -0.038
C: 2.279 3.772 -4.414  -0.053
C: 1.303 4.508 -3.724  -0.063
C: 0.352 3.816 -2.983  -0.101
S: -0.139 2.008 -1.122  0.803
H: 0.693 2.595 -0.248  -0.076
H: 1.442 0.613 -3.460  0.066
H: 2.726 1.792 -5.215  0.130
H: 3.046 4.315 -4.966  0.131
H: 1.258 5.596 -3.827  0.134
H: -0.526 4.342 -2.589  0.124
C: -0.520 -3.039 6.178  -0.048
C: -1.264 -3.235 5.011  -0.063
C: -1.167 -2.309 3.956  -0.179
C: -0.339 -1.194 4.083  -0.392
C: 0.383 -0.983 5.260  -0.118
C: 0.309 -1.910 6.304  -0.039
Sb: -0.270 0.275 2.428  1.473
C: -1.388 1.654 3.701  -0.377
C: -1.014 2.996 3.784  -0.130
C: -1.666 3.842 4.690  -0.058
C: -2.708 3.357 5.496  -0.046
C: -3.084 2.012 5.395  -0.053
C: -2.402 1.156 4.519  -0.135
C: 1.839 0.860 2.634  -0.372
C: 2.192 2.066 2.026  -0.176
C: 3.491 2.576 2.159  -0.057
C: 4.462 1.832 2.848  -0.049
C: 4.125 0.600 3.413  -0.048
C: 2.817 0.117 3.305  -0.149
H: -0.589 -3.761 6.992  0.120
H: -1.921 -4.106 4.901  0.116
H: -1.761 -2.474 3.054  0.066
H: 1.008 -0.099 5.374  0.108
H: 0.897 -1.756 7.209  0.122
H: -0.217 3.389 3.157  0.084
H: -1.363 4.891 4.753  0.118
H: -3.231 4.028 6.176  0.120
H: -3.911 1.624 5.991  0.118
H: -2.661 0.101 4.502  0.091
H: 1.458 2.635 1.449  0.046
H: 3.743 3.544 1.707  0.119
H: 5.479 2.212 2.908  0.120
H: 4.884 0.007 3.921  0.121
H: 2.576 -0.842 3.754  0.087

Cartesian forces, eV/Å:
Sc 0.9 2.2 2.1
P -2.8 -1.0 0.8
P 2.0 -2.3 0.9
P -0.3 -1.9 -2.7
H -0.5 -0.9 0.1
C 0.2 0.6 -0.6
C 0.8 0.0 -1.1
H -0.1 0.7 0.2
C 0.1 0.8 0.2
C 0.5 -0.3 -0.1
C 0.3 0.3 -0.3
C -0.1 0.6 -0.4
C -0.5 0.5 0.5
C -0.6 0.1 -0.4
C 0.0 0.4 0.2
C -0.3 -0.1 0.5
C 0.6 0.3 0.3
H -0.5 0.7 0.2
H -0.3 -0.9 0.5
H -0.1 -0.1 0.1
H 0.1 -0.1 -0.4
H 0.5 -0.2 -0.1
H -0.2 0.1 -0.1
H 0.0 0.2 0.2
H 0.2 0.1 -0.2
H -0.2 -0.1 0.0
H 0.2 0.0 -0.1
H -0.1 0.2 0.2
H -0.4 0.2 -0.1
H 0.1 -0.1 0.0
H 0.1 0.0 0.2
H -0.1 0.2 -0.5
H 0.0 0.0 -0.2
H 0.0 0.0 -0.2
H 0.0 0.3 0.0
H 0.1 0.1 0.1
H 0.0 -0.1 0.1
H -0.1 0.0 0.2
H -0.1 -0.1 -0.2
H 0.2 0.0 0.0
H 0.0 0.2 0.1
H 0.2 0.0 -0.1
H 0.0 0.1 -0.1
H -0.2 0.1 0.3
H -0.2 0.1 -0.1
H 0.0 -0.1 -0.1
C 0.1 1.1 -1.4
C 0.0 0.5 0.3
C -0.1 -0.6 0.2
C -0.2 0.1 0.1
C -0.1 -0.6 -0.1
C 0.3 0.6 0.5
S -0.8 -1.2 -0.3
H 0.3 -0.3 0.0
H 0.2 0.1 0.2
H 0.0 0.4 0.5
H -0.2 -0.3 0.0
H -0.1 -0.5 0.1
H 0.6 -0.1 0.3
C 0.1 0.2 -0.2
C 0.0 0.2 -0.2
C 0.1 -0.3 0.6
C -0.1 0.0 -0.9
C 0.0 -0.1 0.0
C -0.4 -0.2 -0.3
Sb 0.6 -0.5 1.6
C 0.5 0.3 -0.2
C -0.3 0.1 0.2
C -0.1 -0.1 0.0
C 0.3 -0.2 -0.5
C 0.2 0.1 -0.2
C -0.2 0.1 0.0
C -0.6 0.0 -0.3
C 0.5 0.2 0.1
C 0.0 -0.2 -0.1
C -0.4 0.2 -0.3
C -0.2 0.1 -0.3
C 0.1 0.2 0.0
H 0.0 0.2 -0.2
H 0.3 0.4 0.1
H 0.1 0.0 0.2
H -0.1 -0.1 0.0
H -0.2 0.0 -0.2
H -0.1 0.0 0.1
H -0.1 -0.4 0.0
H 0.2 -0.2 -0.2
H 0.3 0.1 -0.1
H 0.0 0.1 0.0
H 0.2 0.0 0.4
H 0.0 -0.5 0.2
H -0.2 -0.1 0.1
H -0.2 0.1 -0.1
H 0.0 0.2 0.1

## Properties
**Total charge**: +3
**Kohn-Sham gap**: 5.002 eV
**HOMO energy**: -15.084 eV
**E_LUMO**: -10.082 eV
**Relative energy (zero: lowest compared OMol25 entry of this formula, charge and spin)**: 0.0000 eV